1.
Formula: C5H8OS2
Source: the Open Molecules 2025 dataset
Level of theory: wB97M-V/def2-TZVPD

Calculated values
**E_tot**: -29030.855 eV
**SMILES**: C[C@H]1O[C@@]1(C=S)CS
**LUMO**: -0.363 eV
**Maximum force**: 1.429 eV Å⁻¹
**Total charge**: 0
**ΔE to the lowest compared entry with this formula, charge and spin**: 176.2 kJ/mol
**Multiplicity**: 1
**Gap between HOMO and LUMO**: 8.360 eV

Cartesian coordinates (Å):
1 C 2.37690 1.13624 0.06411
2 C 1.40053 0.20607 -0.59405
3 O 1.26748 -1.13546 -0.10609
4 C 0.12509 -0.30336 0.08400
5 C -1.04498 -0.61863 -0.76511
6 S -0.96592 -1.57226 -2.07344
7 C -0.20443 0.03422 1.54743
8 S -1.00513 1.66008 1.66416
9 H 3.39124 0.91701 -0.29676
10 H 2.18247 2.17222 -0.20952
11 H 2.35350 1.08431 1.16719
12 H 1.34604 0.28627 -1.67628
13 H -1.97955 -0.15080 -0.49808
14 H -0.83722 -0.75446 1.96336
15 H 0.71631 0.02983 2.12182
16 H -1.69452 1.36694 2.80720

These are the Löwdin partial charges, in e, on atoms 1 to 4:
1. C -0.032
2. C -0.256
3. O -0.020
4. C -0.561

---

2.
Formula: C5H8P2
Source: the Open Molecules 2025 dataset
Level of theory: wB97M-V/def2-TZVPD

Calculated values
**E_tot**: -23887.764 eV
**SMILES**: CP1=CC=CC=1P
**LUMO**: -0.335 eV
**Maximum force**: 6.315 eV Å⁻¹
**Total charge**: 0
**ΔE to the lowest compared entry with this formula, charge and spin**: 270.9 kJ/mol
**Multiplicity**: 1
**Gap between HOMO and LUMO**: 7.362 eV

Cartesian coordinates (Å):
1 C 0.10853 -2.59526 0.46874
2 P -0.08832 -0.66927 -0.09733
3 C -0.48319 0.07739 1.40295
4 C -0.60681 1.42856 1.27945
5 C -0.10698 1.94020 0.10634
6 C 0.54810 1.31957 -0.79625
7 P 0.84943 1.49222 -2.55813
8 H -0.73521 -3.09039 -0.14569
9 H -0.39157 -2.40543 1.41916
10 H 1.07339 -3.14965 0.51970
11 H -0.72484 -0.59264 2.18620
12 H -0.97085 2.08166 2.03067
13 H -0.34831 3.00814 0.04260
14 H -0.05691 0.57468 -3.17618
15 H 1.93355 0.58021 -2.68224

These are the Löwdin partial charges, in e, on atoms 1 to 4:
1. C -0.263
2. P 1.004
3. C -0.359
4. C -0.228

---

3.
Formula: C5H8S
Source: the Open Molecules 2025 dataset
Level of theory: wB97M-V/def2-TZVPD

Calculated values
**E_tot**: -16149.289 eV
**SMILES**: C1=CCSCC1
**LUMO**: 0.994 eV
**Maximum force**: 2.193 eV Å⁻¹
**Total charge**: 0
**ΔE to the lowest compared entry with this formula, charge and spin**: 33.7 kJ/mol
**Multiplicity**: 1
**Gap between HOMO and LUMO**: 9.545 eV

Cartesian coordinates (Å):
1 C -1.58103 0.51592 0.29938
2 C -1.41731 -0.23345 -0.78737
3 C -0.10752 -0.85988 -1.22506
4 S 1.35413 -0.13382 -0.45955
5 C 0.69930 0.01672 1.24019
6 C -0.50575 0.92853 1.29755
7 H -2.60763 0.84225 0.45880
8 H -2.22713 -0.42374 -1.41936
9 H 0.01216 -0.79192 -2.33681
10 H -0.22725 -1.90707 -1.05199
11 H 0.47384 -0.98613 1.57952
12 H 1.54687 0.36550 1.83062
13 H -1.01063 0.86209 2.20542
14 H -0.15243 1.97308 1.13846

These are the Löwdin partial charges, in e, on atoms 1 to 4:
1. C -0.116
2. C -0.161
3. C -0.502
4. S 0.840

---

4.
Formula: C5H8S
Source: the Open Molecules 2025 dataset
Level of theory: wB97M-V/def2-TZVPD

Calculated values
**E_tot**: -16144.300 eV
**LUMO**: -0.122 eV
**Maximum force**: 2.974 eV Å⁻¹
**Total charge**: 0
**ΔE to the lowest compared entry with this formula, charge and spin**: 515.0 kJ/mol
**Multiplicity**: 1
**Gap between HOMO and LUMO**: 8.412 eV

Cartesian coordinates (Å):
1 C 1.01811 -1.52887 -0.25827
2 C 1.54036 -0.36070 0.16947
3 C 0.86292 2.08212 0.09905
4 C 1.14216 0.88800 -0.41924
5 C -2.12378 -1.17023 0.56288
6 S -3.14524 -0.13862 -0.20738
7 H 1.16372 -2.54265 0.26808
8 H 0.62307 -1.48557 -1.25062
9 H 2.15662 -0.51219 1.00453
10 H 0.16912 2.88474 -0.28290
11 H 1.20671 2.35530 1.08035
12 H 0.74478 0.92722 -1.44453
13 H -2.39684 -2.30935 0.19877
14 H -2.96170 0.91081 0.47981

These are the Löwdin partial charges, in e, on atoms 1 to 4:
1. C -0.021
2. C -0.198
3. C -0.014
4. C -0.220

---

5.
Formula: C5H8S
Source: the Open Molecules 2025 dataset
Level of theory: wB97M-V/def2-TZVPD

Calculated values
**E_tot**: -16148.047 eV
**SMILES**: C=C[C@H](C)C=S
**LUMO**: -0.015 eV
**Maximum force**: 3.032 eV Å⁻¹
**Total charge**: 0
**ΔE to the lowest compared entry with this formula, charge and spin**: 153.4 kJ/mol
**Multiplicity**: 1
**Gap between HOMO and LUMO**: 8.695 eV

Cartesian coordinates (Å):
1 C 1.86918 0.58057 -1.92994
2 C 1.31838 0.74473 -0.70779
3 C 0.76246 -0.34054 0.28177
4 C 0.32021 -1.67190 -0.37420
5 C -0.37036 0.39989 1.05654
6 S -1.93384 0.28938 0.87584
7 H 2.01267 1.45610 -2.50507
8 H 2.16438 -0.35434 -2.43252
9 H 1.22205 1.76905 -0.37925
10 H 1.49354 -0.51566 0.99878
11 H 1.12935 -2.25779 -0.82792
12 H -0.09474 -2.44071 0.41588
13 H -0.47285 -1.58034 -1.11207
14 H 0.08780 1.01708 1.87047

These are the Löwdin partial charges, in e, on atoms 1 to 4:
1. C 0.012
2. C -0.132
3. C -0.400
4. C -0.109

---

6.
Formula: C5H8S
Source: the Open Molecules 2025 dataset
Level of theory: wB97M-V/def2-TZVPD

Calculated values
**E_tot**: -16142.673 eV
**LUMO (alpha / beta)**: -2.647 / -2.645 eV
**Maximum force**: 7.223 eV Å⁻¹
**Total charge**: 0
**ΔE to the lowest compared entry with this formula, charge and spin**: 671.9 kJ/mol
**Multiplicity**: 1
**Gap between HOMO and LUMO (alpha / beta)**: 7.085 / 7.089 eV

Cartesian coordinates (Å):
1 C 4.32405 -0.46761 0.00786
2 C 3.32102 0.18852 -0.05614
3 C 0.03482 -0.73641 0.22262
4 C -1.62713 1.27412 -0.01662
5 C -0.30502 0.54536 -0.44323
6 S 1.00356 1.69550 0.13479
7 H 5.31298 -0.68276 0.28458
8 H -0.40544 -0.83319 1.15328
9 H -0.40026 -1.58260 -0.27329
10 H 1.00109 -0.95370 0.48019
11 H -1.84426 1.99223 -0.65913
12 H -1.31039 1.67235 0.99317
13 H -2.44023 0.40751 0.12580
14 H -0.15680 0.59633 -1.46874

These are the Löwdin partial charges, in e, on atoms 1 to 4:
1. C -0.114
2. C -0.110
3. C -0.172
4. C -0.099

---

7.
Formula: C5H8S2
Source: the Open Molecules 2025 dataset
Level of theory: wB97M-V/def2-TZVPD

Calculated values
**E_tot**: -26982.241 eV
**SMILES**: S[C@@]12CCS[C@H]1C2
**LUMO**: 0.758 eV
**Maximum force**: 1.108 eV Å⁻¹
**Total charge**: 0
**ΔE to the lowest compared entry with this formula, charge and spin**: 281.4 kJ/mol
**Multiplicity**: 1
**Gap between HOMO and LUMO**: 9.569 eV

Cartesian coordinates (Å):
1 S 2.11229 0.38525 0.55539
2 C 0.52456 -0.46964 0.42991
3 C -0.61770 0.37441 0.95940
4 C -0.90121 1.42369 -0.24952
5 S -0.12548 0.79252 -1.84529
6 C -0.00645 -0.80174 -0.95415
7 C 0.70722 -1.86354 -0.12479
8 H 1.90314 1.32975 -0.40151
9 H -0.35408 0.88521 1.85947
10 H -1.54807 -0.18176 1.12009
11 H -0.45753 2.41584 -0.07068
12 H -2.00153 1.52536 -0.34572
13 H -1.04271 -1.05939 -0.85133
14 H 1.75611 -2.07119 -0.22388
15 H 0.05143 -2.68476 0.14259

These are the Löwdin partial charges, in e, on atoms 1 to 4:
1. S 0.781
2. C -0.795
3. C -0.219
4. C -0.400

---

8.
Formula: C5H8S3
Source: the Open Molecules 2025 dataset
Level of theory: wB97M-V/def2-TZVPD

Calculated values
**E_tot**: -37819.782 eV
**SMILES**: S=C1CC[C@H](S)CS1
**LUMO**: -0.414 eV
**Maximum force**: 2.571 eV Å⁻¹
**Total charge**: 0
**ΔE to the lowest compared entry with this formula, charge and spin**: 37.2 kJ/mol
**Multiplicity**: 1
**Gap between HOMO and LUMO**: 8.206 eV

Cartesian coordinates (Å):
1 S -2.24617 -1.79674 1.39470
2 C -1.00344 -0.95310 0.67948
3 C -0.00508 -0.23370 1.58506
4 C 0.60211 0.99910 1.00648
5 C 1.28356 0.69808 -0.40655
6 S 2.12228 2.24376 -1.00137
7 C 0.15606 0.40709 -1.45592
8 S -0.68017 -1.13098 -1.06215
9 H 0.71757 -0.97331 1.83812
10 H -0.51295 0.04417 2.47729
11 H -0.16911 1.77980 0.89013
12 H 1.45315 1.28253 1.60860
13 H 1.98183 -0.18566 -0.36143
14 H 3.11173 2.04175 -0.13269
15 H 0.67634 0.20657 -2.45200
16 H -0.59297 1.24270 -1.61798

These are the Löwdin partial charges, in e, on atoms 1 to 4:
1. S 0.630
2. C -1.057
3. C -0.301
4. C -0.239